## w
Entry from OMol25: a cluster of 2 separate species, C4H10N in total (ωB97M-V/def2-TZVPD).

Properties
Kohn-Sham gap	6.03	eV
HOMO level	-0.435	hartree
net charge	+1

Each line ends with the Löwdin charge.
Atoms and positions in Å:
H 1.0393 0.0659 0.8964  0.100
H -0.6353 -1.7433 -5.0039  0.046
H -1.2122 -0.1913 -4.4125  0.028
C 0.2571 2.0796 2.7950  0.146
H 0.4768 3.1482 3.2130  0.176
C 1.3406 0.0758 1.9262  0.019
C -1.1846 -1.2496 -4.1794  -0.057
H 0.5809 -0.4820 2.5932  0.137
H 2.3543 -0.3122 2.1573  0.120
H 1.9895 1.7349 3.0018  0.165
C -1.7136 -1.8772 -3.0405  -0.056
H -2.2606 -1.3291 -2.3232  0.012
H -0.7392 1.5289 2.8861  0.164
N 1.2500 1.4734 2.3817  -0.028
H -1.5430 -2.9220 -2.8913  0.027

---

## x
Entry from OMol25: a cluster of 2 separate species, C4H10N in total (ωB97M-V/def2-TZVPD).

Properties
Kohn-Sham gap	7.68	eV
HOMO level	-0.508	hartree
net charge	+1

Each line ends with the Löwdin charge.
Atoms and positions in Å:
H -0.7662 -0.6763 -0.2120  0.119
H 1.7895 0.6906 -2.0523  0.089
C 1.4398 -0.1930 -1.5226  -0.089
H 2.4715 -0.3014 0.4424  0.104
H 1.4705 1.4929 1.4683  0.067
H -0.8879 0.0353 1.2602  0.123
H -3.1561 -1.2884 -0.0015  0.129
C -2.6390 -0.5682 0.6250  0.190
H 0.5792 1.9960 -0.1165  0.080
H 1.8870 -1.1587 -1.7204  0.077
H -3.1703 0.1930 1.1787  0.132
C 1.1447 1.2731 0.4609  -0.037
C 1.5946 0.1242 -0.0272  -0.239
N -1.3615 -0.6055 0.6191  0.197
H 0.3838 -0.2289 -1.8274  0.058

---

## y
Entry from OMol25: a cluster of 2 separate species, C4H10N in total (ωB97M-V/def2-TZVPD).

Properties
Kohn-Sham gap	8.12	eV
HOMO level	-0.514	hartree
net charge	+1

Each line ends with the Löwdin charge.
Atoms and positions in Å:
N -1.1557 0.2661 -0.1587  0.008
C 2.5830 -0.1487 0.9635  -0.057
H -0.3995 0.5839 0.4505  0.165
C -2.4591 0.9435 -0.0626  0.003
H -2.7801 1.2335 -1.0526  0.109
H 2.2964 -1.2350 -0.8660  0.045
H 2.7680 0.8391 1.3367  0.053
H -2.4010 1.7762 0.6289  0.106
H -3.1833 0.2418 0.3537  0.107
H 2.8669 0.5107 -0.9656  0.057
C -1.0464 -0.9565 -0.5604  0.208
H -1.9545 -1.5502 -0.5255  0.136
H 2.3880 -0.9836 1.6271  0.058
C 2.5028 -0.3069 -0.3558  -0.093
H -0.0255 -1.2139 -0.8131  0.097

---

## z
Entry from OMol25: a cluster of 2 separate species, C4H10N in total (ωB97M-V/def2-TZVPD).

Properties
Kohn-Sham gap	9.72	eV
HOMO level	-0.503	hartree
net charge	+1

Each line ends with the Löwdin charge.
Atoms and positions in Å:
H -1.3433 -2.2396 -0.4627  0.156
C 1.1600 0.0509 0.2328  -0.174
C 0.8224 0.4141 -0.9170  -0.168
H -1.5988 -1.6529 1.1151  0.172
H -0.8568 1.5431 -1.4215  0.023
H 0.5495 -0.9301 1.9989  0.040
C 1.2892 -0.2881 1.5429  0.047
H 2.2945 -0.1662 2.0127  0.092
H 0.5695 2.4621 -1.4665  0.071
C 0.0235 1.7132 -0.9648  -0.056
H 1.2483 0.0732 -1.8768  0.143
H -2.0851 -0.7492 -0.1819  0.155
H -0.2235 2.1063 0.1056  0.134
H -0.4686 -0.9194 0.1621  0.053
N -1.3809 -1.4173 0.1212  0.314

---

If we sort the structures by their calculated energies, the order from most to least stable is y, z, x, w.

---

## w
Entry from OMol25: the molecule C2HN3O3 (ωB97M-V/def2-TZVPD).

Properties
Kohn-Sham gap	8.93	eV
structure (SMILES)	O=c1nn[nH]oc1=O
HOMO level	-0.385	hartree

Each line ends with the Löwdin charge.
Atoms and positions in Å:
O -1.7048 1.6883 -0.4827  0.094
N 1.3625 0.7272 0.2119  0.009
N 0.3636 1.3733 0.7340  0.125
O -1.9579 -1.3631 0.3893  0.096
C -1.0601 -0.5250 -0.0019  -0.265
C -0.8452 0.9067 0.0820  -0.313
H 2.3482 -1.0939 -0.4996  0.277
N 1.3188 -0.5061 -0.3754  -0.025
O 0.1749 -1.2075 -0.0575  0.002

---

## x
Entry from OMol25: the molecule C2HN3O3 (ωB97M-V/def2-TZVPD).

Properties
Kohn-Sham gap	11.19	eV
structure (SMILES)	O=COc1nnon1
HOMO level	-0.426	hartree

Each line ends with the Löwdin charge.
Atoms and positions in Å:
O -2.2267 0.8602 -0.0952  -0.073
C -0.1966 0.5740 0.0417  -0.301
H 2.5651 -0.9525 -0.3403  0.143
C 1.4912 -1.0576 -0.4766  -0.204
O 1.1851 0.1908 -0.0671  0.041
N -0.6411 0.6959 1.4399  0.129
N -1.8030 0.9973 1.3206  0.079
O 0.7161 -2.0193 -0.9522  0.004
N -1.0900 0.7111 -0.8708  0.182

---

## y
Entry from OMol25: the molecule C2HN3O3 (ωB97M-V/def2-TZVPD).

Properties
Kohn-Sham gap	9.33	eV
structure (SMILES)	O=c1nnnc(O)o1
HOMO level	-0.388	hartree

Each line ends with the Löwdin charge.
Atoms and positions in Å:
O 0.2412 0.5883 2.6465  0.118
O 0.5661 1.0070 -1.7820  0.197
C 0.1283 0.3573 -0.7824  -0.502
N -0.7743 -1.5398 0.0771  0.004
C -0.0552 0.1149 1.5462  -0.345
H 0.7895 0.3648 -2.5351  0.197
N -0.6314 -1.1866 1.2690  0.116
N -0.4094 -0.7468 -0.8520  0.068
O 0.1451 1.0410 0.4127  0.147

---

If we sort the structures by their calculated energies, the order from most to least stable is y, x, w.

---

## w
Entry from OMol25: the ion H2N5O2 with charge -1 (ωB97M-V/def2-TZVPD).

Properties
Kohn-Sham gap (spin up / spin down)	7.63 / 7.63	eV
structure (SMILES)	O=NNN/N=N/[O-]
HOMO level (spin up / spin down)	-0.107 / -0.107	hartree
net charge	-1

Each line ends with the Löwdin charge.
Atoms and positions in Å:
H 0.0683 -1.0857 1.0867  0.086
N 0.4451 0.5006 0.0102  -0.154
N -1.7191 -0.7632 -0.0179  -0.074
O 0.1717 2.6697 -0.1717  -0.116
N -2.2680 0.3693 0.0852  -0.331
N -0.2390 -0.6432 0.1968  -0.162
H 0.9092 0.4481 -0.9463  0.143
N 0.0174 1.6720 0.5153  -0.139
O -3.4809 0.4736 -0.0759  -0.253

---

## x
Entry from OMol25: a cluster of 2 separate species, H2N5O2 in total (ωB97M-V/def2-TZVPD).

Properties
Kohn-Sham gap	5.83	eV
HOMO level	-0.071	hartree
net charge	-1

Each line ends with the Löwdin charge.
Atoms and positions in Å:
N -1.6528 -0.1173 -0.1330  -0.243
H -0.0506 1.1927 -1.3178  -0.041
O 2.9436 -1.3129 -0.5631  0.054
N 0.3767 0.2832 -1.1178  -0.146
N 3.0138 -0.3910 0.1415  -0.342
N 3.2270 0.5042 0.8292  0.194
N -0.4814 -0.4261 -0.4032  -0.296
H 0.0549 -1.3621 -0.1754  0.160
O -2.4218 -0.8076 0.6564  -0.341

---

If we sort the structures by their calculated energies, the order from most to least stable is x, w.

---

## w
Entry from OMol25: a cluster of 2 separate species, C5H9IN in total (ωB97M-V/def2-TZVPD).

Properties
Kohn-Sham gap	8.75	eV
HOMO level	-0.527	hartree
net charge	+1

Each line ends with the Löwdin charge.
Atoms and positions in Å:
H 2.1421 -0.8499 -0.9837  0.072
H 2.8453 0.6938 1.3889  0.123
H 3.5103 -1.1950 -0.2938  0.077
H -2.2392 1.6120 0.2098  0.008
N 0.8952 0.3242 0.7427  0.021
H 2.0751 -0.9458 1.6042  0.144
H -4.1105 0.1392 0.0032  0.114
C 2.8379 -0.3653 -0.3360  -0.064
I -1.7544 1.0741 -2.3614  1.076
H 3.4020 0.4883 -0.7135  0.095
H -2.8490 -0.7791 0.8993  0.139
H -3.2428 -1.1079 -0.9605  0.115
C -3.1424 -0.3396 -0.1127  -0.182
C 2.2030 -0.0492 0.9956  -0.225
C -0.1822 0.4658 0.3472  0.105
C -2.3905 0.8343 -0.4294  -0.618

---

## x
Entry from OMol25: a cluster of 2 separate species, C5H9IN in total (ωB97M-V/def2-TZVPD).

Properties
Kohn-Sham gap	9.36	eV
HOMO level	-0.480	hartree
net charge	+1

Each line ends with the Löwdin charge.
Atoms and positions in Å:
I -3.3496 -1.3721 0.1088  0.966
C -0.5276 -2.2738 -0.7707  0.009
H -0.7702 1.6808 0.0028  0.094
H -1.4838 0.4304 1.1005  0.132
H 1.5392 0.6052 -1.7329  0.081
N -0.6033 1.1184 0.8066  0.186
H 0.4158 -2.7013 -0.7822  0.035
C 0.9353 1.2094 -1.1099  0.004
C 0.6696 0.3683 0.1898  -0.269
H -0.0203 1.4689 -1.5617  0.086
H 1.4441 2.1140 -0.7877  0.098
C -1.3831 -1.5065 -0.3810  -0.790
H 1.9790 -1.2785 0.6597  0.093
C 1.1397 -0.6588 0.8919  0.065
H 0.5769 -0.8868 1.7438  0.072
H -0.5617 1.6823 1.6224  0.138

---

## y
Entry from OMol25: the ion C5H9IN with charge +1 (ωB97M-V/def2-TZVPD).

Properties
Kohn-Sham gap	9.58	eV
structure (SMILES)	C[N@@H+]1CCC=C1I
HOMO level	-0.481	hartree
net charge	+1

Each line ends with the Löwdin charge.
Atoms and positions in Å:
H 1.9775 0.5870 -0.6357  0.152
C 1.1783 -0.1394 -1.0217  -0.205
C -1.1953 0.6569 1.2182  -0.020
H 0.1526 1.0204 -2.7230  0.095
C 0.1194 0.4978 -1.8158  -0.034
H 1.9167 -0.8014 -1.6123  0.161
H -1.9638 0.2433 1.8466  0.090
H -0.1768 0.8115 1.9156  0.182
H 1.1260 -1.1399 0.9016  0.168
H -1.5124 1.6266 0.9107  0.073
C 0.4386 -0.9633 -0.0211  -0.132
H 0.3204 -2.0548 -0.3783  0.164
H -1.6598 -1.1585 0.3344  0.228
I -3.0563 0.9009 -1.8780  0.964
C -1.1649 0.3260 -1.1577  -0.711
N -0.9459 -0.3365 0.1436  -0.175

---

If we sort the structures by their calculated energies, the order from most to least stable is y, w, x.